Entry w
This record from OMol25 describes a 9-piece molecular cluster, H20NO8 overall. The level of theory is ωB97M-V with the def2-TZVPD basis set.

Results
HOMO-LUMO gap ... 0.4123 Ha
E_HOMO ... -14.307 eV
Lowest unoccupied orbital energy ... -0.113 hartree

ORCA input file:
```
! RIJCOSX wB97M-V def2-TZVPD def2/J DEFGRID3
* xyz 1 1
N -6.29287 -8.44440 22.39720
H -7.29278 -8.65209 22.70725
H -6.36114 -7.58467 21.82173
H -6.07479 -9.12850 21.82059
H -5.55976 -8.34465 23.24683
O -9.55293 -7.88772 21.76803
H -9.91047 -7.84445 20.95962
H -10.28853 -8.00906 22.44146
O -4.40149 -6.85728 24.98009
H -4.61615 -6.66430 25.88022
H -4.96071 -6.29879 24.52759
O -3.50307 -9.70012 21.16057
H -2.65380 -9.50978 20.77924
H -3.34622 -9.24579 21.99125
O -6.39826 -5.75947 23.61426
H -6.84788 -5.22174 24.14378
H -6.09152 -5.24146 22.86897
O -5.48578 -5.53808 20.77491
H -6.26077 -5.14097 20.31341
H -4.80109 -5.09705 20.28036
O -9.56909 -10.61728 21.86843
H -9.20389 -11.27041 21.33606
H -9.43677 -9.71276 21.75869
O -6.64975 -8.93629 19.18505
H -5.95586 -8.32150 19.01809
H -7.07314 -8.65147 18.43908
O -8.14749 -10.12465 24.26471
H -8.78066 -10.23154 23.58204
H -7.83229 -11.02065 24.15541
*
```

Entry x
This record from OMol25 describes a 9-piece molecular cluster, H20NO8 overall. The level of theory is ωB97M-V with the def2-TZVPD basis set.

Results
HOMO-LUMO gap ... 0.4009 Ha
E_HOMO ... -13.937 eV
Lowest unoccupied orbital energy ... -0.111 hartree

ORCA input file:
```
! RIJCOSX wB97M-V def2-TZVPD def2/J DEFGRID3
* xyz 1 1
N -26.32982 6.25909 9.97319
H -26.99813 5.52996 10.17771
H -25.71615 6.41944 10.75919
H -26.76293 7.12783 9.69425
H -25.75556 5.97706 9.19166
O -25.58727 5.39375 7.41965
H -26.17702 5.17172 6.69913
H -24.84414 5.82470 6.99742
O -28.62441 4.25423 8.30265
H -29.50117 3.89000 8.42462
H -28.28972 3.81707 7.51965
O -28.69931 5.19732 11.62543
H -28.32706 5.50409 12.45220
H -29.61434 5.47660 11.65594
O -24.62724 6.89473 11.81781
H -24.45349 6.38012 12.60599
H -23.95875 7.57977 11.82625
O -27.62520 8.16101 8.20480
H -27.12577 8.29106 7.39864
H -28.37443 7.62761 7.93953
O -26.55662 9.47176 11.28931
H -25.76299 8.94786 11.39849
H -26.62006 9.61744 10.34539
O -25.09182 2.57540 7.78195
H -25.50941 1.88818 8.30115
H -25.60681 3.36115 7.96532
O -25.64866 3.40217 10.46598
H -25.52505 3.26320 11.40493
H -26.13968 2.63474 10.17239
*
```

The data favor entry x; the next most stable structure lies 1.618 eV above it.

Entry w
This record from OMol25 describes an isolated ion of composition C5H10NO and charge -2. The level of theory is ωB97M-V with the def2-TZVPD basis set.

Results
HOMO-LUMO gap (alpha / beta) ... 0.1110 / 0.2429 Ha
E_HOMO (alpha / beta) ... 4.230 / 0.710 eV
⟨S²⟩ ... 0.75
Lowest unoccupied orbital energy (alpha / beta) ... 0.266 / 0.269 hartree

ORCA input file:
```
! RIJCOSX wB97M-V def2-TZVPD def2/J DEFGRID3
* xyz -2 2
N 0.65145 0.79675 0.85037
C 0.94310 -0.62951 1.35622
C -0.16850 -1.57236 0.79318
C -0.26208 -0.86304 -0.62777
C -0.38087 0.68168 -0.19448
C -0.41555 1.63070 -1.47659
O 0.38902 1.12256 -2.48556
H 0.44477 1.38682 1.65257
H 1.23152 -0.72772 2.40770
H 1.92397 -0.97106 0.94152
H -1.09197 -1.26722 1.47016
H -0.01011 -2.59365 0.68925
H -1.06676 -1.19007 -1.27769
H 0.62303 -0.91335 -1.29547
H -1.35815 0.78232 0.17018
H 0.00642 2.65619 -1.14362
H -1.45930 1.67096 -1.82996
*
```

Entry x
This record from OMol25 describes an isolated ion of composition C5H10NO and charge -2. The level of theory is ωB97M-V with the def2-TZVPD basis set.

Results
HOMO-LUMO gap (alpha / beta) ... 0.1159 / 0.2423 Ha
E_HOMO (alpha / beta) ... 3.843 / 0.354 eV
⟨S²⟩ ... 0.75
Lowest unoccupied orbital energy (alpha / beta) ... 0.257 / 0.255 hartree

ORCA input file:
```
! RIJCOSX wB97M-V def2-TZVPD def2/J DEFGRID3
* xyz -2 2
C -1.54593 0.28636 1.70796
O -2.28404 -0.02738 2.69561
C -0.83029 -1.00384 0.88384
C -0.40330 -0.63400 -0.51540
C 0.74370 0.33581 -0.80353
C 1.70885 -0.03471 -1.71058
N 2.66163 0.94633 -2.15843
H -2.09864 0.93514 0.95819
H -0.71135 0.83881 2.09596
H -0.15788 -1.62300 1.50804
H -1.77488 -1.58361 0.69130
H -1.27970 -0.17518 -0.87053
H -0.11759 -1.56294 -1.00172
H 0.68384 1.33295 -0.34499
H 1.87306 -1.05092 -2.05154
H 2.85220 1.00008 -3.10881
H 2.33359 1.78568 -1.70556
*
```

The data favor entry x; the next most stable structure lies 0.087 eV above it.

Entry w
This record from OMol25 describes a single C11H14N2OS molecule. The level of theory is ωB97M-V with the def2-TZVPD basis set.

Results
HOMO-LUMO gap (alpha / beta) ... 0.3044 / 0.2964 Ha
E_HOMO (alpha / beta) ... -8.454 / -8.568 eV
Lowest unoccupied orbital energy (alpha / beta) ... -0.006 / -0.018 hartree

ORCA input file:
```
! RIJCOSX wB97M-V def2-TZVPD def2/J DEFGRID3
* xyz 0 1
C 2.19461 0.62552 1.04617
C 1.08109 1.21933 1.38517
C 1.37990 -0.40731 -1.16571
C -0.22730 0.29120 -0.44428
C 1.62059 -1.77298 -1.59438
C -2.41294 -2.16511 0.64891
C -2.15321 -0.94725 1.55948
C 2.47233 0.05176 -0.25256
C -0.06613 1.48323 0.38526
C -2.71750 -0.81735 0.14837
C 0.22096 2.77035 -0.46309
N 2.78787 -2.08539 -0.86744
N 3.28423 -1.22238 -0.22483
O -2.49322 1.00002 -1.76560
S -1.80860 -0.21907 -1.35272
H 3.05567 0.63252 1.71264
H 0.98385 1.46828 2.37276
H 0.95749 -2.64936 -1.57367
H 1.68835 -1.57262 -2.69997
H -1.68096 -2.77874 0.25753
H -3.28710 -2.79043 0.82273
H -2.75409 -0.72723 2.44207
H -1.12700 -0.59803 1.58583
H 3.12725 0.75687 -0.82642
H -1.03446 1.77959 0.83276
H -3.73374 -0.43049 -0.07756
H 1.17267 2.75495 -1.05989
H 0.05271 3.68051 0.26561
H -0.58333 2.66960 -1.09717
*
```

Entry x
This record from OMol25 describes a single C11H14N2OS molecule. The level of theory is ωB97M-V with the def2-TZVPD basis set.

Results
HOMO-LUMO gap ... 0.3240 Ha
E_HOMO ... -8.195 eV
Lowest unoccupied orbital energy ... 0.023 hartree

ORCA input file:
```
! RIJCOSX wB97M-V def2-TZVPD def2/J DEFGRID3
* xyz 0 1
C 1.16777 -2.66960 2.50024
C -0.06972 -2.27959 3.29900
C -0.36581 -0.78139 3.20079
N -0.61384 -0.36433 1.83274
C -1.77107 -0.71235 1.22470
N -2.09717 -0.44551 0.00859
C -1.17804 0.24560 -0.69765
S -1.38919 0.70965 -2.34593
C 0.17487 1.48924 -2.35622
C 0.69145 2.16476 -3.58471
C -0.28942 2.13279 -4.74890
C 0.80137 1.38640 -1.15534
C 0.04172 0.67692 -0.19345
C 0.39177 0.37268 1.17295
O 1.41337 0.68843 1.74808
H 1.01021 -2.50029 1.43687
H 1.39694 -3.72223 2.64673
H 2.02435 -2.07822 2.81421
H -0.93156 -2.84916 2.94226
H 0.08021 -2.52193 4.35249
H -1.23515 -0.52513 3.81296
H 0.50069 -0.20938 3.54293
H -2.48518 -1.26073 1.82384
H 1.62740 1.68066 -3.88119
H 0.93279 3.20274 -3.33563
H -1.21703 2.63263 -4.47992
H 0.13703 2.63532 -5.61349
H -0.52093 1.10640 -5.02406
H 1.77217 1.79563 -0.94289
*
```

The data favor entry x; the next most stable structure lies 10.372 eV above it.

Entry w
This record from OMol25 describes a single C3H4N4S molecule. The level of theory is ωB97M-V with the def2-TZVPD basis set.

Results
HOMO-LUMO gap ... 0.3038 Ha
E_HOMO ... -9.041 eV
Lowest unoccupied orbital energy ... -0.028 hartree

ORCA input file:
```
! RIJCOSX wB97M-V def2-TZVPD def2/J DEFGRID3
* xyz 0 1
H -0.83134 -2.66718 0.38123
N 0.16208 -2.40091 0.12933
C 0.32132 -1.14878 0.05277
C 1.62204 -0.45760 -0.24061
N 1.50888 0.79444 -0.14570
C 0.13493 1.13035 0.05841
N -0.46277 2.31279 0.12896
H 0.32328 2.94721 0.14528
N -0.56896 -0.10573 0.10927
S -2.28857 -0.27812 -0.15629
H 2.46030 -1.15673 -0.33281
H -2.38120 1.03026 -0.12983
*
```

Entry x
This record from OMol25 describes a single C3H4N4S molecule. The level of theory is ωB97M-V with the def2-TZVPD basis set.

Results
HOMO-LUMO gap ... 0.2691 Ha
E_HOMO ... -8.794 eV
Lowest unoccupied orbital energy ... -0.054 hartree

ORCA input file:
```
! RIJCOSX wB97M-V def2-TZVPD def2/J DEFGRID3
* xyz 0 1
H -0.94990 2.20482 0.00884
N -0.04726 1.83782 -0.05869
C 0.23951 0.63681 0.01898
C -0.79422 -0.34774 0.02738
S -2.39236 0.02191 0.02305
N -0.23260 -1.52478 -0.09413
C 1.11052 -1.36963 -0.01763
N 1.46155 -0.02072 0.11062
N 2.81960 0.33420 -0.06779
H 1.79260 -2.26929 -0.11856
H 3.25332 0.37276 0.95584
H 2.83782 1.43882 -0.61737
*
```

Entry y
This record from OMol25 describes C3H4N4S as an isolated structure. The level of theory is ωB97M-V with the def2-TZVPD basis set.

Results
HOMO-LUMO gap ... 0.2703 Ha
E_HOMO ... -9.175 eV
Lowest unoccupied orbital energy ... -0.067 hartree

ORCA input file:
```
! RIJCOSX wB97M-V def2-TZVPD def2/J DEFGRID3
* xyz 0 1
C 0.23327 0.25550 0.01290
C -1.80797 -0.11317 0.13275
C -1.53820 1.22200 0.09694
H 2.17222 -1.43271 0.85452
H 1.32066 -1.79051 -0.66904
H 2.20777 1.00846 0.21752
H -2.31288 1.93935 -0.17449
N 2.16361 -1.17712 -0.12857
N 1.57790 0.10854 -0.19205
N -0.49976 -0.88882 0.13911
N -0.31226 1.63116 -0.16090
S -3.20436 -0.76267 -0.12869
*
```

The data favor entry w; the next most stable structure lies 1.936 eV above it.